[1]
The ion C10H7O2 with charge -1 in a non-equilibrium geometry, computed with ωB97M-V/def2-TZVPD.

As for the HOMO-LUMO gap (alpha / beta): 6.02 / 6.75 eV. The expectation value of S² is 2.02.

Geometry as ORCA input:
```
! wB97M-V def2-TZVPD RIJCOSX def2/J DEFGRID3
* xyz -1 3
C 0.57196 0.86428 2.37288
C 1.07205 1.81077 1.37256
C 0.02570 -0.28101 2.03123
C 1.01658 1.55836 0.00114
C -0.09696 -0.62662 0.70321
C 0.42482 0.36807 -0.35288
C -0.78779 -1.48551 -0.05287
C 0.04663 -0.25101 -1.49467
C -1.53706 -2.79387 0.15087
C -0.01176 0.23516 -2.92172
O -0.90310 -3.42572 0.99657
O -2.64884 -2.92674 -0.34031
H 0.58740 1.26470 3.38436
H 1.38150 2.77151 1.69885
H -0.48292 -0.81543 2.91500
H 1.20081 2.35723 -0.78761
H -0.14307 -0.54569 -3.74838
H 0.98331 0.75163 -3.03563
H -0.69927 1.16988 -2.89261
*
```

[2]
An isolated molecule of C6H14ClPS in a non-equilibrium geometry, computed with ωB97M-V/def2-TZVPD.

As for the HOMO-LUMO gap (alpha / beta): 6.92 / 6.08 eV. The expectation value of S² is 2.01.

Geometry as ORCA input:
```
! wB97M-V def2-TZVPD RIJCOSX def2/J DEFGRID3
* xyz 0 3
C 0.17133 2.84697 -0.43400
C -1.66354 1.20125 -0.77671
C 0.75594 -2.02079 1.69453
C -0.22110 -2.27838 -0.52945
C -0.22816 1.42124 -0.75746
C 0.07276 -1.36985 0.57177
P 0.85775 0.27651 0.30971
S 1.83555 1.06908 1.75617
Cl 2.45287 -0.63185 -1.39892
H -0.40874 3.69337 -0.95670
H -0.05225 3.16316 0.61055
H 1.25151 3.00711 -0.46768
H -1.88258 0.10663 -0.76149
H -2.10322 1.74898 -1.68491
H -2.13275 1.71170 0.15237
H 1.68880 -2.50129 1.35362
H 1.04326 -1.35039 2.43868
H 0.18985 -2.79839 2.10263
H -0.88658 -1.86669 -1.21451
H -0.58439 -3.22599 -0.20511
H 0.68321 -2.46656 -0.97563
H 0.09202 1.20353 -1.76211
H -0.93154 -0.93936 0.93467
*
```

[3]
A structure of composition C27H25N5O3Ti in a non-equilibrium geometry, computed with ωB97M-V/def2-TZVPD.

As for the HOMO-LUMO gap (alpha / beta): 5.81 / 6.70 eV. The expectation value of S² is 0.77.

Geometry as ORCA input:
```
! wB97M-V def2-TZVPD RIJCOSX def2/J DEFGRID3
* xyz 1 2
Ti -0.69045 0.13554 -0.06422
O -1.26771 -4.56949 -2.64472
C -0.39912 -4.79178 -1.64032
C 0.19866 -6.05041 -1.59888
C 1.12516 -6.34447 -0.62235
C 1.48719 -5.39826 0.34016
C 0.89441 -4.15598 0.30544
C -0.05997 -3.83544 -0.66919
C -0.67264 -2.51148 -0.66291
O -0.38666 -1.68311 0.34369
N -1.50429 -2.12038 -1.58268
N -1.91797 -0.82162 -1.25663
C -3.19243 -0.45567 -1.36847
C -3.54387 0.70263 -0.62288
C -4.82229 1.28278 -0.64327
C -5.06827 2.39839 0.10834
C -4.03840 2.94618 0.89226
C -2.82574 2.31814 0.91029
N -2.56659 1.19304 0.20557
H -1.56956 -3.64101 -2.60086
H -0.07869 -6.77356 -2.35445
H 1.57759 -7.32843 -0.60768
H 2.22201 -5.63484 1.09660
H 1.15354 -3.40414 1.03854
H -3.91113 -1.06349 -1.90055
H -5.58703 0.84199 -1.26837
H -6.04764 2.85792 0.09876
H -4.18969 3.83709 1.48443
H -2.01283 2.69845 1.51629
C -0.43784 0.40001 4.28959
C 0.93113 0.25317 4.47159
C 1.77301 0.22977 3.37884
C 1.25099 0.35950 2.09858
N -0.08931 0.52439 1.93413
C -0.90496 0.52516 3.00659
C 2.06550 0.28877 0.85804
C 3.45668 0.29928 0.90415
C 4.18228 0.21478 -0.27415
C 3.51494 0.10722 -1.48946
C 2.12526 0.09418 -1.52735
C 1.38040 0.18385 -0.35679
H -1.12882 0.40164 5.11963
H 1.34037 0.14327 5.46804
H 2.83460 0.08601 3.51021
H -1.96119 0.62308 2.79810
H 3.98761 0.38702 1.84361
H 5.26356 0.22516 -0.24451
H 4.07947 0.02676 -2.41060
H 1.62857 -0.00158 -2.48747
C 1.48536 4.59175 -2.32637
N 0.90476 3.55697 -1.46881
C 1.36220 3.49638 -0.08778
C 0.03797 2.70774 -1.97811
O -0.50673 1.76974 -1.37412
H 1.20104 5.58077 -1.97061
H 1.12855 4.45754 -3.34408
H 2.57105 4.50412 -2.32084
H 2.36109 3.06298 -0.03801
H 0.68407 2.88678 0.50116
H 1.37956 4.50885 0.31401
H -0.20679 2.87639 -3.02912
*
```

[4]
A structure of composition C9H15F7N3O7RhS2 in a non-equilibrium geometry, computed with ωB97M-V/def2-TZVPD.

As for the HOMO-LUMO gap: 7.98 eV.

Geometry as ORCA input:
```
! wB97M-V def2-TZVPD RIJCOSX def2/J DEFGRID3
* xyz 0 1
Rh 0.05227 0.32913 0.53456
N 0.12445 0.36886 2.66689
C 1.35283 0.12862 3.44045
C 2.54996 0.70576 2.70781
C 2.89093 -0.22775 1.55824
O 3.94279 -0.83291 1.55754
O 1.96394 -0.32306 0.65699
H -0.18837 1.33279 2.74539
H -0.65015 -0.23895 2.90654
H 1.47725 -0.94399 3.58354
H 1.27163 0.59464 4.42458
H 3.42074 0.77725 3.35332
H 2.29723 1.68629 2.29133
F 2.18750 1.46022 -3.55686
C 0.93402 1.32698 -3.97300
F 0.66974 2.26342 -4.87244
F 0.78180 0.12884 -4.52274
S -0.21754 1.49185 -2.54617
O 0.32883 0.51086 -1.59649
O -1.51878 1.23276 -3.06578
N -0.00481 2.97700 -2.10159
S 0.55482 3.41031 -0.70352
O 0.24616 2.46891 0.38245
O 0.26871 4.77290 -0.43326
C 2.39596 3.29744 -0.82595
F 2.83472 3.86261 -1.94158
F 2.76000 2.02095 -0.80401
F 2.93543 3.91082 0.22352
C -3.58541 -3.15233 -0.35389
N -2.46224 -2.21827 -0.33669
C -2.75687 -0.90640 -0.90791
C -1.27955 -2.51756 0.19095
C -0.92308 -3.95627 0.43749
O -0.37073 -1.69969 0.47460
H -4.50270 -2.56918 -0.33124
H -3.57786 -3.79331 0.52248
H -3.58501 -3.77010 -1.25373
H -3.27767 -1.05177 -1.85412
H -1.84195 -0.37649 -1.11296
H -3.36013 -0.30653 -0.23050
H -1.72597 -4.66062 0.25699
H -0.55149 -4.06288 1.45530
H -0.09179 -4.18599 -0.23013
F -1.76964 0.73484 1.18353
*
```

[5]
An isolated molecule of C5H16N2Si2 in a non-equilibrium geometry, computed with ωB97M-V/def2-TZVPD.

As for the HOMO-LUMO gap (alpha / beta): 3.74 / 6.00 eV. The expectation value of S² is 2.01.

Geometry as ORCA input:
```
! wB97M-V def2-TZVPD RIJCOSX def2/J DEFGRID3
* xyz 0 3
C -1.83259 -0.32221 0.20189
C -0.80150 1.85552 0.01696
C -1.13743 0.40321 -2.03132
C 0.93636 -1.10100 2.67407
C -0.75781 0.46177 -0.55476
N 2.56531 -1.34347 -0.01426
N 0.47488 -0.23307 -0.34462
Si 1.62570 -0.99245 -1.43362
Si 1.53829 -0.40184 1.06954
H -1.66910 -1.36720 0.31064
H -2.00403 0.02595 1.28492
H -2.77999 -0.53175 -0.37333
H -0.15753 2.53513 -0.48380
H -0.54388 1.69886 0.99758
H -1.79860 2.31445 0.05276
H -0.59979 1.23858 -2.66339
H -1.01768 -0.55892 -2.52178
H -2.25504 0.64089 -2.12541
H 0.40244 -2.14045 2.50347
H 1.81854 -1.18135 3.24539
H 0.20062 -0.55686 3.13313
H 3.57448 -1.47801 -0.02561
H 2.09506 -0.28558 -2.56876
H 1.07561 -2.20112 -1.82378
H 2.46981 0.58509 1.53773
*
```

[6]
An isolated molecule of C7H8N4S in a non-equilibrium geometry, computed with ωB97M-V/def2-TZVPD.

As for the HOMO-LUMO gap: 7.90 eV.

Geometry as ORCA input:
```
! wB97M-V def2-TZVPD RIJCOSX def2/J DEFGRID3
* xyz 0 1
C -2.03112 -1.00024 1.38802
C -2.89452 -0.27087 0.63648
C -2.57760 0.22828 -0.79185
N -1.23884 -0.29787 -1.19048
C 0.00312 0.00903 -0.75756
N 0.89000 -0.91891 -0.55279
C 2.08375 -0.35456 -0.22397
C 3.23902 -1.17301 -0.21248
N 4.25272 -1.82739 -0.19195
C 1.98034 1.02372 0.14463
N 3.06947 1.69872 0.60834
S 0.42174 1.63795 -0.28068
H -0.87165 -1.06681 1.16911
H -2.38432 -1.28535 2.40967
H -3.97285 -0.05464 1.11081
H -2.68794 1.32709 -1.08272
H -3.26805 -0.18424 -1.75198
H -1.22562 -1.30073 -1.45044
H 3.29965 2.66720 0.44039
H 3.91271 1.14265 0.57943
*
```

We obtain E_tot values of -14573.3574 -39092.3162 -65109.6738 -72079.4858 -24175.6947 -24181.6109 eV for the records listed above, in that order.